Entry 1:
{"formula": "C14H37O8P3", "method": "ωB97M-V/def2-TZVPD", "species": ["C", "C", "C", "C", "C", "C", "C", "C", "P", "H", "H", "H", "H", "H", "H", "H", "H", "H", "H", "H", "H", "H", "H", "H", "H", "H", "H", "H", "C", "O", "P", "O", "O", "C", "O", "C", "H", "H", "H", "H", "H", "H", "H", "H", "H", "C", "O", "P", "O", "O", "C", "O", "C", "H", "H", "H", "H", "H", "H", "H", "H", "H"], "coordinates": [[-0.7206, 0.1213, -0.2128], [0.2154, 0.2232, -1.4483], [1.6817, 0.5972, -1.1323], [1.9476, 2.0861, -0.7140], [0.7072, 3.0066, -0.6051], [1.1919, 4.4703, -0.4917], [1.6045, 5.1382, -1.8380], [0.9059, 4.5747, -3.0962], [-0.9168, 5.0353, -3.1942], [-1.1681, 1.1104, -0.0450], [-1.5670, -0.5223, -0.4961], [-0.2059, -0.2544, 0.6753], [-0.1810, 0.8790, -2.2380], [0.2408, -0.7800, -1.9095], [2.2665, 0.4147, -2.0502], [2.0971, -0.0912, -0.3822], [2.7087, 2.5259, -1.3737], [2.3999, 2.0641, 0.2908], [0.2213, 2.7704, 0.3550], [-0.0530, 2.8591, -1.3769], [2.0706, 4.5203, 0.1700], [0.4240, 5.1041, -0.0261], [2.6870, 5.1540, -2.0185], [1.3064, 6.1987, -1.7701], [0.9747, 3.4789, -3.1677], [1.3930, 4.9897, -3.9876], [-1.3292, 4.3532, -4.3814], [-1.5800, 4.3602, -2.1285], [0.7455, -1.2052, 4.4655], [1.9826, -0.5296, 4.7256], [2.8581, -0.1124, 3.4530], [2.7243, -1.0078, 2.2935], [4.3273, -0.0023, 4.0587], [4.9322, -1.2206, 4.4999], [2.4462, 1.3981, 3.1750], [2.8109, 2.4038, 4.1248], [0.9407, -2.2075, 4.0850], [0.1998, -1.2839, 5.4033], [0.1412, -0.6508, 3.7461], [4.8850, -1.9798, 3.7181], [4.4320, -1.5852, 5.3986], [5.9741, -1.0153, 4.7334], [3.8501, 2.6954, 3.9734], [2.6728, 2.0533, 5.1487], [2.1747, 3.2711, 3.9606], [-5.8238, -3.5009, -3.1854], [-4.6961, -4.2697, -2.7505], [-3.9764, -3.7961, -1.4014], [-4.0412, -2.3484, -1.1511], [-2.5099, -4.3989, -1.5538], [-1.6908, -3.8420, -2.5860], [-4.6319, -4.6973, -0.2673], [-4.3691, -6.1030, -0.2621], [-5.4962, -2.5201, -3.5289], [-6.2919, -4.0271, -4.0148], [-6.5505, -3.3840, -2.3805], [-1.6625, -2.7537, -2.5113], [-2.0702, -4.1346, -3.5666], [-0.6832, -4.2322, -2.4654], [-3.3978, -6.2955, 0.1934], [-4.3897, -6.5160, -1.2718], [-5.1391, -6.5895, 0.3331]], "forces_ev_per_a": [[-0.43, 0.59, -1.30], [0.50, -0.78, 0.35], [0.06, 0.40, -0.54], [-0.37, -0.65, 0.29], [0.89, 0.29, 1.05], [-0.03, 0.15, -0.56], [-0.64, 0.30, -0.24], [-0.46, -0.65, 0.24], [0.32, 1.35, -0.27], [0.20, -0.29, 0.44], [0.23, -0.02, 0.41], [-0.08, 0.06, -0.14], [-0.08, -0.06, 0.37], [0.09, 0.27, 0.08], [-0.18, -0.03, 0.24], [-0.26, 0.20, -0.07], [-0.28, -0.02, 0.00], [-0.05, 0.15, -0.30], [-0.01, 0.00, -0.34], [0.32, 0.10, 0.01], [-0.32, -0.15, -0.01], [0.05, -0.25, -0.10], [-0.19, -0.30, 0.20], [0.26, -0.22, -0.04], [0.33, 0.31, 0.09], [-0.31, -0.01, 0.10], [0.08, -0.33, 0.68], [0.36, -0.49, -0.54], [-0.25, -0.21, -0.03], [0.31, -0.01, -0.13], [-0.02, -0.23, -0.40], [-0.16, 0.53, 0.52], [-0.50, 0.27, -0.01], [0.15, -0.33, 0.11], [0.39, -0.48, -0.09], [0.08, 0.30, 0.19], [0.00, 0.08, -0.08], [0.14, 0.12, 0.05], [0.03, -0.03, 0.00], [-0.04, 0.06, -0.01], [-0.02, 0.02, -0.04], [-0.05, 0.15, -0.05], [-0.02, -0.07, 0.03], [0.00, -0.03, -0.04], [-0.07, -0.12, -0.11], [-0.20, 0.18, -0.16], [0.28, 0.04, 0.13], [0.07, 0.47, 0.17], [-0.17, -0.74, -0.09], [-0.54, -0.13, 0.07], [0.22, 0.17, -0.27], [0.41, 0.36, -0.21], [0.04, -0.35, 0.06], [-0.02, 0.00, 0.11], [0.12, -0.13, 0.06], [0.03, 0.02, -0.02], [-0.04, -0.04, 0.04], [-0.03, 0.01, 0.05], [-0.08, -0.06, 0.13], [-0.01, 0.03, -0.07], [0.00, 0.05, 0.01], [-0.05, 0.16, -0.01]], "homo_ev": -8.5, "gap_ev": 9.27, "lumo_ev": 0.80, "smiles": "COP(=O)(OC)OC.COP(=O)(OC)OC.CCCCCCCCP", "total_energy_ha": -2181.74972}


Entry 2:
{"formula": "C14H38N2O10P3", "method": "ωB97M-V/def2-TZVPD", "species": ["N", "C", "P", "C", "O", "N", "O", "H", "H", "H", "H", "H", "H", "H", "H", "O", "P", "O", "C", "C", "O", "C", "C", "O", "C", "C", "H", "H", "H", "H", "H", "H", "H", "H", "H", "H", "H", "H", "H", "H", "H", "O", "P", "O", "C", "C", "O", "C", "C", "O", "C", "C", "H", "H", "H", "H", "H", "H", "H", "H", "H", "H", "H", "H", "H", "H", "H"], "coordinates": [[-1.9565, -2.5040, 3.7697], [-1.7504, -1.4552, 2.6682], [-3.4112, -1.2057, 1.6940], [-4.5944, -0.2638, 2.8596], [-5.7233, -1.0511, 3.3784], [-6.1388, -1.9883, 2.5094], [-5.9451, -3.0712, 3.0912], [-1.7854, -3.4636, 3.3797], [-2.9638, -2.4753, 4.0866], [-0.8809, -1.7464, 1.9407], [-1.5646, -0.4266, 3.2215], [-3.1165, -0.4230, 0.4920], [-3.8561, -2.5160, 1.2939], [-4.9382, 0.7244, 2.3338], [-3.9548, 0.0796, 3.8069], [0.1925, 1.9207, 1.4513], [1.2459, 2.9013, 0.8802], [2.3606, 2.5635, 2.0563], [3.0554, 1.3319, 1.9712], [4.1342, 1.3901, 0.9088], [0.5244, 4.2179, 1.5952], [-0.8898, 4.3499, 1.5475], [-1.4696, 4.0623, 2.9206], [2.4228, 3.9970, 0.2420], [2.7487, 5.2657, 0.7946], [3.4497, 5.2026, 2.1389], [2.3565, 0.5118, 1.7713], [3.5118, 1.1445, 2.9487], [3.6944, 1.5151, -0.0856], [4.7299, 0.4724, 0.9104], [4.7994, 2.2433, 1.0761], [-1.3254, 3.6980, 0.7823], [-1.1200, 5.3806, 1.2613], [-1.1454, 3.0867, 3.2978], [-2.5622, 4.0826, 2.8965], [-1.1201, 4.8050, 3.6445], [1.8717, 5.9191, 0.8246], [3.4375, 5.7320, 0.0808], [2.7674, 4.8803, 2.9295], [3.8328, 6.1909, 2.4168], [4.2872, 4.5011, 2.1122], [-0.7345, -1.1455, -4.5354], [-0.6807, -2.0674, -3.2927], [0.9008, -1.7105, -2.9586], [1.1832, -0.4491, -2.3789], [0.8272, -0.4372, -0.9061], [-0.4366, -3.4295, -4.2148], [-1.2047, -3.6197, -5.3952], [-0.3260, -3.3887, -6.6113], [-0.6206, -3.0975, -1.9041], [0.0229, -4.3639, -1.8480], [1.5362, -4.3027, -1.9415], [0.6508, 0.3453, -2.9142], [2.2559, -0.2655, -2.4994], [-0.2516, -0.5574, -0.7658], [1.1335, 0.5044, -0.4408], [1.3143, -1.2653, -0.3814], [-2.0861, -2.9690, -5.4064], [-1.5669, -4.6522, -5.3959], [0.1626, -2.4094, -6.5744], [-0.9087, -3.4543, -7.5338], [0.4758, -4.1327, -6.6484], [-0.4015, -5.0541, -2.5832], [-0.2340, -4.7841, -0.8688], [1.8627, -4.0279, -2.9477], [1.9732, -5.2802, -1.7087], [1.9431, -3.5662, -1.2442]], "forces_ev_per_a": [[-0.99, 0.26, -1.95], [0.03, 0.07, 1.14], [1.86, 0.22, 0.21], [-0.14, 1.73, 0.60], [2.13, 2.75, 0.63], [0.99, -5.59, 2.00], [-1.57, 3.40, -2.91], [-0.29, 1.24, 0.49], [1.54, -0.17, -0.15], [-1.73, 0.73, 1.39], [-0.15, -1.95, -1.50], [-0.63, -0.62, 1.03], [0.05, 0.97, 0.20], [0.50, -1.94, 0.77], [-1.41, -0.99, -2.04], [0.44, -1.05, -4.44], [1.08, 4.96, 8.72], [-0.02, -0.84, -0.67], [0.51, -0.34, 0.22], [0.16, -0.03, -0.09], [-0.14, -0.16, -1.35], [-0.37, 0.07, 0.41], [-0.02, -0.08, 0.22], [-1.25, -3.19, -2.70], [0.03, 1.44, 0.18], [-0.28, -0.32, 0.32], [-0.02, 0.02, 0.08], [-0.17, 0.13, -0.07], [0.04, -0.03, -0.04], [-0.08, 0.08, -0.02], [-0.11, -0.17, 0.00], [0.06, 0.04, 0.18], [0.12, -0.05, -0.01], [-0.03, 0.06, -0.22], [0.02, 0.09, 0.02], [-0.10, -0.03, -0.14], [0.10, -0.23, 0.10], [-0.11, -0.40, -0.20], [0.10, 0.03, -0.08], [-0.09, -0.07, -0.25], [-0.06, 0.13, -0.04], [-3.55, 1.10, 3.01], [7.74, -4.66, -4.13], [-0.39, 0.84, 0.50], [0.34, 0.23, 0.09], [0.15, 0.00, 0.13], [-1.15, 0.26, 1.02], [0.05, -0.09, -0.83], [0.18, 0.08, -0.11], [-2.97, 2.89, 0.48], [0.19, -1.28, 0.00], [0.13, 0.23, -0.41], [0.08, -0.05, -0.03], [-0.14, -0.13, -0.08], [-0.05, 0.12, 0.05], [-0.13, -0.24, -0.08], [0.00, 0.12, -0.08], [0.23, -0.03, -0.05], [0.06, 0.04, 0.14], [-0.26, -0.07, 0.04], [0.05, -0.03, 0.07], [-0.17, 0.00, 0.00], [0.14, 0.26, 0.00], [-0.19, 0.32, 0.03], [-0.04, -0.02, 0.15], [-0.25, 0.07, 0.04], [-0.05, -0.11, -0.02]], "homo_ev": -12.0, "gap_ev": 7.07, "lumo_ev": -4.89, "total_charge": 1, "total_energy_ha": -2441.61028}